a) # C9H32ClO11

A cluster of 8 separate species, C9H32ClO11 in total (the ωB97M-V functional and the def2-TZVPD basis, OMol25).

Computed properties:
Highest occupied orbital energy ... -0.2575 Ha
LUMO ... 2.8 eV
Charge ... -1

Last column: natural (NBO) charge in e.
Cartesian coordinates (Å):
1 Cl 15.323 3.558 6.372  2.505
2 O 15.087 4.845 6.983  -0.860
3 O 14.053 3.149 5.746  -0.903
4 O 16.239 3.609 5.224  -0.873
5 O 15.780 2.623 7.379  -0.831
6 C 18.185 5.585 3.320  -0.675
7 C 17.408 6.803 3.026  0.090
8 C 15.925 6.738 3.196  -0.628
9 O 18.005 7.823 3.724  -0.713
10 H 17.611 4.735 2.951  0.235
11 H 18.196 5.315 4.376  0.234
12 H 19.190 5.527 2.901  0.198
13 H 17.614 6.857 1.957  0.135
14 H 15.603 6.543 4.218  0.227
15 H 15.441 6.056 2.497  0.215
16 H 15.655 7.711 2.786  0.201
17 H 18.549 7.312 4.328  0.472
18 C 15.250 -0.319 5.403  -0.261
19 O 14.085 0.030 6.141  -0.750
20 H 15.228 0.072 4.386  0.164
21 H 16.050 0.322 5.773  0.176
22 H 15.405 -1.388 5.547  0.172
23 H 14.096 0.978 6.293  0.490
24 C 12.478 5.115 9.740  -0.244
25 O 13.752 4.505 9.446  -0.755
26 H 12.521 6.177 9.986  0.147
27 H 11.788 5.118 8.897  0.161
28 H 12.074 4.504 10.547  0.175
29 H 14.125 4.714 8.587  0.499
30 C 13.512 2.296 2.279  -0.245
31 O 14.869 2.617 2.622  -0.753
32 H 13.292 2.571 1.247  0.164
33 H 13.200 1.258 2.398  0.155
34 H 12.809 2.814 2.931  0.170
35 H 15.010 2.735 3.564  0.506
36 C 10.555 2.800 6.023  -0.260
37 O 9.490 2.718 6.961  -0.725
38 H 11.235 1.948 6.000  0.201
39 H 10.274 2.959 4.982  0.150
40 H 11.168 3.681 6.215  0.173
41 H 8.798 3.333 6.705  0.460
42 C 20.131 3.798 5.732  -0.237
43 O 19.037 4.293 6.385  -0.728
44 H 20.680 4.632 5.294  0.168
45 H 20.717 3.236 6.459  0.156
46 H 19.791 3.170 4.909  0.162
47 H 18.424 3.582 6.585  0.484
48 C 17.862 4.670 9.801  -0.250
49 O 18.555 3.925 10.796  -0.735
50 H 18.454 5.548 9.543  0.153
51 H 17.734 4.170 8.841  0.199
52 H 16.899 4.903 10.256  0.175
53 H 18.669 4.493 11.561  0.454


b) # C9H32ClO11

A cluster of 8 separate species, C9H32ClO11 in total (the ωB97M-V functional and the def2-TZVPD basis, OMol25).

Computed properties:
Highest occupied orbital energy ... -0.2670 Ha
LUMO ... 2.9 eV
Charge ... -1

Last column: natural (NBO) charge in e.
Cartesian coordinates (Å):
1 Cl 20.525 -4.543 17.425  2.559
2 O 20.114 -3.573 16.427  -0.903
3 O 19.911 -5.818 17.112  -0.897
4 O 21.961 -4.660 17.401  -0.862
5 O 20.073 -4.103 18.716  -0.843
6 O 17.524 -1.619 15.497  -0.949
7 H 18.431 -1.834 15.750  0.491
8 H 17.538 -0.665 15.387  0.458
9 O 18.760 -6.886 19.737  -0.954
10 H 18.157 -6.314 20.219  0.459
11 H 19.044 -6.342 18.992  0.490
12 O 20.434 -9.095 16.099  -0.945
13 H 20.482 -8.145 16.257  0.485
14 H 19.522 -9.244 15.835  0.461
15 O 23.141 -5.412 20.034  -0.957
16 H 22.617 -5.080 19.290  0.493
17 H 23.308 -4.631 20.567  0.454
18 C 22.760 -6.364 14.586  -0.624
19 C 21.592 -5.555 14.051  0.087
20 C 21.691 -5.340 12.539  -0.622
21 O 20.344 -6.218 14.288  -0.755
22 H 23.673 -5.766 14.484  0.197
23 H 22.905 -7.246 13.959  0.198
24 H 22.643 -6.627 15.634  0.229
25 H 21.594 -4.545 14.474  0.165
26 H 22.040 -6.218 11.990  0.196
27 H 22.319 -4.481 12.287  0.196
28 H 20.699 -5.113 12.139  0.219
29 H 20.074 -6.007 15.192  0.492
30 C 20.579 -1.535 12.611  -0.631
31 C 21.442 -1.322 13.856  0.087
32 C 22.218 -0.030 13.794  -0.620
33 O 20.567 -1.235 15.003  -0.764
34 H 21.118 -1.346 11.674  0.193
35 H 19.668 -0.943 12.642  0.216
36 H 20.309 -2.593 12.517  0.217
37 H 22.090 -2.196 13.965  0.166
38 H 22.944 0.018 12.979  0.199
39 H 22.742 0.162 14.732  0.215
40 H 21.537 0.814 13.643  0.203
41 H 20.626 -2.100 15.432  0.505
42 C 16.411 -7.255 16.295  -0.622
43 C 15.673 -8.339 17.076  0.099
44 C 16.406 -9.659 17.001  -0.638
45 O 15.502 -7.878 18.410  -0.713
46 H 16.059 -6.267 16.586  0.228
47 H 16.279 -7.383 15.218  0.201
48 H 17.492 -7.280 16.463  0.216
49 H 14.706 -8.442 16.558  0.136
50 H 16.501 -9.934 15.945  0.209
51 H 15.867 -10.461 17.509  0.196
52 H 17.426 -9.569 17.379  0.225
53 H 15.385 -8.648 18.973  0.461


Which one sits at the top of the stability order? b) does.


a) # C7H17N

The ion C7H17N with charge -1 (the ωB97M-V functional and the def2-TZVPD basis, OMol25).

Computed properties:
2S+1 ... 2
Highest occupied orbital energy (spin up / spin down) ... 0.0524 / -0.1943 Ha
LUMO (spin up / spin down) ... 3.9 / 3.9 eV
Charge ... -1

Last column: natural (NBO) charge in e.
Cartesian coordinates (Å):
1 C 1.095 -0.056 2.478  -1.018
2 C -0.272 0.584 1.945  -0.092
3 C 0.035 2.068 1.725  -0.648
4 N -0.732 -0.034 0.684  -0.649
5 C 0.320 -0.140 -0.348  -0.364
6 C -0.351 -0.384 -1.715  -0.242
7 C 0.693 -0.235 -2.827  -0.672
8 C -1.043 -1.721 -1.863  -0.729
9 H 1.829 0.275 1.743  0.195
10 H 0.927 -1.134 2.400  0.184
11 H 1.320 0.143 3.524  0.203
12 H -1.098 0.486 2.663  0.183
13 H 0.447 2.453 2.665  0.199
14 H 0.798 2.247 0.975  0.198
15 H -0.797 2.706 1.417  0.196
16 H -1.038 -0.988 0.889  0.342
17 H 0.845 0.798 -0.446  0.187
18 H 1.001 -0.966 -0.100  0.174
19 H -1.097 0.392 -1.873  0.184
20 H 1.479 -0.970 -2.795  0.202
21 H 0.120 -0.249 -3.769  0.190
22 H 1.159 0.769 -2.746  0.192
23 H -1.898 -1.845 -1.176  0.198
24 H -1.456 -1.882 -2.859  0.193
25 H -0.364 -2.502 -1.553  0.195


b) # C7H17N

The ion C7H17N with charge -1 (the ωB97M-V functional and the def2-TZVPD basis, OMol25).

Computed properties:
2S+1 ... 2
Highest occupied orbital energy (spin up / spin down) ... 0.0544 / -0.1977 Ha
LUMO (spin up / spin down) ... 3.8 / 3.8 eV
Charge ... -1

Last column: natural (NBO) charge in e.
Cartesian coordinates (Å):
1 C 0.708 0.988 -0.670  -0.454
2 C 1.692 0.121 0.063  -0.313
3 C 2.278 -0.996 -0.789  -1.017
4 C 2.835 0.942 0.724  -0.682
5 C -0.636 0.387 -1.030  -0.286
6 N -1.536 0.397 0.155  -0.658
7 C -2.401 -0.786 0.228  -0.334
8 C -3.663 -0.482 1.039  -0.635
9 H 1.235 1.399 -1.540  0.206
10 H 0.488 1.901 -0.093  0.189
11 H 1.260 -0.351 0.952  0.179
12 H 1.502 -1.732 -1.040  0.189
13 H 3.112 -1.487 -0.285  0.195
14 H 2.637 -0.681 -1.774  0.193
15 H 3.473 0.186 1.184  0.202
16 H 2.446 1.678 1.431  0.186
17 H 3.476 1.467 0.008  0.193
18 H -1.148 0.956 -1.808  0.176
19 H -0.513 -0.646 -1.353  0.176
20 H -0.966 0.537 0.982  0.351
21 H -1.823 -1.556 0.763  0.161
22 H -2.619 -1.186 -0.757  0.186
23 H -3.424 -0.231 2.071  0.196
24 H -4.050 0.475 0.673  0.202
25 H -4.364 -1.298 0.867  0.199


Which one sits at the top of the stability order? a) does.